This record from the OMol25 dataset describes a 2-piece molecular cluster, CCl2N2O4 overall in a non-equilibrium geometry. The level of theory is ωB97M-V/def2-TZVPD.

Last columns: bonded neighbours and bond lengths (Å).
Element x y z (Å)
1 C -0.76387 -0.33245 0.04441  N2 1.428, N3 1.413, Cl9 1.683
2 N 0.64327 -0.57322 0.07819  C1 1.428, O4 1.259, O5 1.211
3 N -1.31141 0.96822 -0.02866  C1 1.413, O6 1.211, O7 1.213
4 O 1.47634 0.37019 0.08524  N2 1.259
5 O 0.98490 -1.73477 0.10686  N2 1.211
6 O -0.55829 1.90092 0.14071  N3 1.211
7 O -2.49971 1.02690 -0.26251  N3 1.213
8 Cl 3.78067 0.06603 -0.11387  no bonds
9 Cl -1.75189 -1.69181 -0.05037  C1 1.683

Results
Energy relative to the best compared isomer or geometry (same formula, charge and spin)   72.8 kcal per mole
Lowest unoccupied orbital energy (alpha / beta)   -2.5 / -4.2 eV

Results of the Löwdin charge analysis, in e, for atoms 1 through 8: -0.456 -0.341 -0.400 -0.172 0.060 0.134 0.076 0.173

This record from the OMol25 dataset describes a 2-piece molecular cluster, C2H3BrO2 overall in a non-equilibrium geometry. The level of theory is ωB97M-V/def2-TZVPD.

Last columns: bonded neighbours and bond lengths (Å).
Element x y z (Å)
1 C 0.18339 -0.47803 0.46727  C2 1.480, O3 1.357, O4 1.378
2 C -0.21902 0.43432 -0.62643  C1 1.480, Br5 1.978, H7 1.126, H8 1.173
3 O -0.65666 -0.54600 1.53064  C1 1.357, O4 1.441
4 O -0.41994 -1.69615 0.69465  C1 1.378, O3 1.441
5 Br 0.82060 2.11184 -0.75758  C2 1.978
6 H 1.63074 -0.25372 0.95602  no bonds
7 H -1.34032 0.54247 -0.62528  C2 1.126
8 H 0.00121 -0.11474 -1.63929  C2 1.173

Results
Energy relative to the best compared isomer or geometry (same formula, charge and spin)   133.5 kcal per mole
Lowest unoccupied orbital energy   0.4 eV

Atom-resolved charges from Löwdin, all expressed in e: -0.540 -0.566 0.009 0.044 0.605 0.243 0.102 0.103

This record from the OMol25 dataset describes one molecule with the formula C5H10O2. The level of theory is ωB97M-V/def2-TZVPD.

Last columns: bonded neighbours and bond lengths (Å).
Element x y z (Å)
1 C 2.03142 0.33715 -0.78540  O2 1.424, H8 1.099, H9 1.098, H10 1.095
2 O 1.24392 0.56293 0.37966  C1 1.424, C3 1.417
3 C 0.44472 -0.56166 0.70379  O2 1.417, C4 1.506, C5 1.507, H11 1.087
4 C -0.78333 -0.51253 1.57388  C3 1.506, C5 1.506, H12 1.089, H13 1.087
5 C -0.91836 -0.77338 0.09691  C3 1.507, C4 1.506, C6 1.524, H14 1.091
6 C -1.50866 0.38052 -0.70426  C5 1.524, O7 1.408, H15 1.101, H16 1.096
7 O -1.05095 1.63598 -0.26190  C6 1.408, H17 0.976
8 H 1.40295 0.14838 -1.66675  C1 1.099
9 H 2.71209 -0.51314 -0.64323  C1 1.098
10 H 2.63781 1.22918 -0.97274  C1 1.095
11 H 1.07032 -1.43722 0.86018  C3 1.087
12 H -0.89738 -1.34074 2.27113  C4 1.089
13 H -1.22258 0.42244 1.91149  C4 1.087
14 H -1.17949 -1.77566 -0.24481  C5 1.091
15 H -1.30009 0.22342 -1.77412  C6 1.101
16 H -2.59874 0.40454 -0.59430  C6 1.096
17 H -0.08365 1.56981 -0.14951  O7 0.976

Results
Energy relative to the best compared isomer or geometry (same formula, charge and spin)   61.8 kcal per mole
SMILES   CO[C@H]1C[C@H]1CO
Lowest unoccupied orbital energy   1.0 eV

Results of the Löwdin charge analysis, in e, for atoms 1 through 8: -0.075 -0.173 -0.282 -0.040 -0.203 -0.238 -0.070 0.096

This record from the OMol25 dataset describes one molecule with the formula C19H22N2O2. The level of theory is ωB97M-V/def2-TZVPD.

Last columns: bonded neighbours and bond lengths (Å).
Element x y z (Å)
1 C -2.33490 -1.26792 3.41527  O2 1.410, H24 1.094, H25 1.095, H26 1.089
2 O -1.18973 -0.72338 4.03115  C1 1.410, C3 1.357
3 C -0.02133 -0.72955 3.34075  O2 1.357, C4 1.398, C23 1.388
4 C 1.07888 -0.15856 3.98639  C3 1.398, C5 1.379, H27 1.078
5 C 2.30766 -0.11706 3.36103  C4 1.379, C6 1.386, H28 1.080
6 C 2.46669 -0.61577 2.07807  C5 1.386, C7 1.390, H29 1.079
7 C 1.37817 -1.18115 1.42372  C6 1.390, C8 1.489, C23 1.394
8 C 1.44772 -1.74446 0.04711  C7 1.489, O9 1.213, C10 1.517
9 O 0.78564 -2.71169 -0.26328  C8 1.213
10 C 2.38069 -1.04726 -0.92538  C8 1.517, C11 1.532, C22 1.550, H30 1.096
11 C 2.28198 -1.65148 -2.32948  C10 1.532, C12 1.527, H31 1.093, H32 1.091
12 C 0.96407 -1.25494 -2.99189  C11 1.527, C13 1.531, H33 1.090, H34 1.091
13 C 0.80107 0.26762 -2.98398  C12 1.531, N14 1.454, H35 1.096, H36 1.092
14 N 0.90132 0.85620 -1.65838  C13 1.454, C15 1.449, C22 1.441
15 C -0.28155 0.67013 -0.84186  N14 1.449, C16 1.505, H37 1.099, H38 1.096
16 C -1.44795 1.46495 -1.36435  C15 1.505, C17 1.392, N21 1.326
17 C -1.26395 2.70242 -1.97559  C16 1.392, C18 1.383, H39 1.078
18 C -2.37540 3.39390 -2.42183  C17 1.383, C19 1.387, H40 1.081
19 C -3.63123 2.83419 -2.23639  C18 1.387, C20 1.385, H41 1.079
20 C -3.70751 1.60159 -1.60924  C19 1.385, N21 1.322, H42 1.083
21 N -2.64889 0.93148 -1.18691  C16 1.326, C20 1.322
22 C 2.13536 0.48018 -1.01604  C10 1.550, N14 1.441, H43 1.096, H44 1.092
23 C 0.14267 -1.25243 2.06589  C3 1.388, C7 1.394, H45 1.078
24 H -2.20494 -2.33262 3.19922  C1 1.094
25 H -2.58461 -0.73609 2.49183  C1 1.095
26 H -3.14205 -1.14211 4.13499  C1 1.089
27 H 0.94205 0.23902 4.97949  C4 1.078
28 H 3.15311 0.31380 3.87641  C5 1.080
29 H 3.43852 -0.58674 1.61033  C6 1.079
30 H 3.39549 -1.19256 -0.53785  C10 1.096
31 H 3.11851 -1.28812 -2.93218  C11 1.093
32 H 2.34976 -2.73884 -2.26507  C11 1.091
33 H 0.13681 -1.72129 -2.45658  C12 1.090
34 H 0.94095 -1.61548 -4.02146  C12 1.091
35 H 1.58956 0.72004 -3.59596  C13 1.096
36 H -0.16426 0.54741 -3.41110  C13 1.092
37 H -0.59831 -0.37833 -0.75073  C15 1.099
38 H -0.05378 1.03354 0.16709  C15 1.096
39 H -0.26521 3.09058 -2.09516  C17 1.078
40 H -2.26747 4.35477 -2.90486  C18 1.081
41 H -4.52417 3.33985 -2.56954  C19 1.079
42 H -4.66062 1.11797 -1.43666  C20 1.083
43 H 2.94934 0.90876 -1.61150  C22 1.096
44 H 2.16465 0.93199 -0.02194  C22 1.092
45 H -0.67353 -1.71434 1.53341  C23 1.078

Results
Energy relative to the best compared isomer or geometry (same formula, charge and spin)   48.6 kcal per mole
SMILES   COc1cccc(C(=O)[C@H]2CCCN(Cc3ccccn3)C2)c1
Lowest unoccupied orbital energy   0.5 eV

Results of the Löwdin charge analysis, in e, for atoms 1 through 8: -0.079 -0.079 -0.262 0.004 -0.067 -0.045 -0.161 -0.333

This record from the OMol25 dataset describes one molecule with the formula C7H14. The level of theory is ωB97M-V/def2-TZVPD.

Last columns: bonded neighbours and bond lengths (Å).
Element x y z (Å)
1 C 1.30945 0.89158 0.64170  C2 1.532, C7 1.547, H8 1.100, H9 1.098
2 C 0.94270 0.91802 -0.84551  C1 1.532, C3 1.532, H10 1.097, H11 1.096
3 C -0.54140 1.11086 -1.17207  C2 1.532, C4 1.552, H12 1.099, H13 1.098
4 C -1.46459 -0.07598 -0.78590  C3 1.552, C5 1.533, H14 1.097, H15 1.098
5 C -0.72382 -1.36548 -0.41344  C4 1.533, C6 1.545, H16 1.099, H17 1.097
6 C -0.06686 -1.39484 0.98435  C5 1.545, C7 1.548, H18 1.101, H19 1.098
7 C 0.53849 -0.08972 1.55614  C1 1.547, C6 1.548, H20 1.100, H21 1.096
8 H 1.15726 1.90217 1.04899  C1 1.100
9 H 2.38929 0.70733 0.71240  C1 1.098
10 H 1.50907 1.73220 -1.31529  C2 1.097
11 H 1.30253 0.00036 -1.32543  C2 1.096
12 H -0.89898 2.03581 -0.69814  C3 1.099
13 H -0.61971 1.28763 -2.25323  C3 1.098
14 H -2.12839 0.21238 0.03865  C4 1.097
15 H -2.12862 -0.29108 -1.63401  C4 1.098
16 H -1.42638 -2.20810 -0.48250  C5 1.099
17 H 0.03990 -1.56029 -1.17638  C5 1.097
18 H -0.81718 -1.71828 1.72158  C6 1.101
19 H 0.68873 -2.19120 0.97451  C6 1.098
20 H 1.20731 -0.37424 2.38223  C7 1.100
21 H -0.26879 0.47088 2.04137  C7 1.096

Results
Energy relative to the best compared isomer or geometry (same formula, charge and spin)   6.3 kcal per mole
SMILES   C1CCCCCC1
Lowest unoccupied orbital energy   1.2 eV

Results of the Löwdin charge analysis, in e, for atoms 1 through 8: -0.202 -0.228 -0.198 -0.200 -0.222 -0.198 -0.198 0.106

This record from the OMol25 dataset describes one molecule with the formula C2H2FNO in a non-equilibrium geometry. The level of theory is ωB97M-V/def2-TZVPD.

Last columns: bonded neighbours and bond lengths (Å).
Element x y z (Å)
1 O 2.43481 1.71180 -0.08707  C2 1.168
2 C 1.79631 0.74233 0.04115  O1 1.168, C3 1.615, N4 1.252
3 C 0.35311 0.02964 -0.09159  C2 1.615, N4 1.385, H6 1.048, H7 1.091
4 N 1.60741 -0.48602 0.19133  C2 1.252, C3 1.385, F5 1.458
5 F 2.16696 -1.80700 -0.07128  N4 1.458
6 H -0.50775 0.02516 0.50577  C3 1.048
7 H 0.17008 0.14855 -1.16062  C3 1.091

Results
Energy relative to the best compared isomer or geometry (same formula, charge and spin)   87.3 kcal per mole
SMILES   O=C1CN1F
Lowest unoccupied orbital energy   0.4 eV

Atom-resolved charges from Löwdin, all expressed in e: 0.173 -0.408 0.057 0.013 -0.027 0.083 0.109

This record from the OMol25 dataset describes one molecule with the formula C2H5PSi in a non-equilibrium geometry. The level of theory is ωB97M-V/def2-TZVPD.

Last columns: bonded neighbours and bond lengths (Å).
Element x y z (Å)
1 C 1.38286 -1.10441 -0.28474  C2 1.627, P4 1.809, H5 1.088
2 C 0.12948 -0.25655 0.31224  C1 1.627, Si3 1.971, P4 1.832, H6 1.119
3 Si -1.67619 0.36021 -0.18162  C2 1.971, H7 1.387, H8 1.530
4 P 1.61529 0.68753 -0.19321  C1 1.809, C2 1.832, H9 1.522
5 H 1.05758 -1.53395 -1.22984  C1 1.088
6 H 0.21346 -0.02848 1.40423  C2 1.119
7 H -2.82925 -0.24388 0.29825  Si3 1.387
8 H -2.03129 1.27764 -1.35340  Si3 1.530
9 H 2.13805 0.84189 1.22809  P4 1.522

Results
Energy relative to the best compared isomer or geometry (same formula, charge and spin)   70.6 kcal per mole
Lowest unoccupied orbital energy (alpha / beta)   -0.6 / -1.2 eV

Results of the Löwdin charge analysis, in e, for atoms 1 through 8: -0.285 -0.804 0.687 0.734 0.011 0.004 -0.183 -0.119

This record from the OMol25 dataset describes a 5-piece molecular cluster, C2H12N2O4 overall in a non-equilibrium geometry. The level of theory is ωB97M-V/def2-TZVPD.

Last columns: bonded neighbours and bond lengths (Å).
Element x y z (Å)
1 O -0.79857 -0.35953 -1.56142  C2 1.266
2 C -0.25677 -1.21755 -0.80374  O1 1.266, N3 1.330, H6 1.108
3 N -0.79179 -1.74898 0.29191  C2 1.330, C4 1.472
4 C -1.66998 -0.78631 0.97770  N3 1.472, N5 1.481, H8 1.093, H9 1.098
5 N -0.90076 0.32372 1.58504  C4 1.481, H10 1.010, H11 1.018
6 H 0.72073 -1.66742 -1.06678  C2 1.108
7 H 2.82599 -1.28358 0.07022  O17 0.971
8 H -2.39899 -0.38798 0.26805  C4 1.093
9 H -2.19634 -1.18970 1.85343  C4 1.098
10 H -1.00927 0.41155 2.58534  N5 1.010
11 H 0.08447 0.09783 1.46456  N5 1.018
12 H 0.08906 1.04463 -1.57999  O14 1.008
13 H 1.53185 1.50557 -1.25735  O14 0.956
14 O 0.76577 1.76794 -1.76505  H12 1.008, H13 0.956
15 H 3.89041 -1.42843 -0.96840  O17 0.968
16 H 2.02963 -0.02569 0.46997  no bonds
17 O 3.16880 -1.93250 -0.56572  H7 0.971, H15 0.968
18 H -1.55281 2.78291 -0.59098  O20 0.961
19 H -1.44297 1.74344 0.51459  O20 0.987
20 O -2.08846 2.35008 0.07862  H18 0.961, H19 0.987

Results
Expectation value of S²   0.759
Energy relative to the best compared isomer or geometry (same formula, charge and spin)   49.3 kcal per mole
2S+1   2
Charge   -1
Lowest unoccupied orbital energy (alpha / beta)   3.6 / 1.1 eV

Results of the Löwdin charge analysis, in e, for atoms 1 through 8: -0.139 -0.500 -0.015 -0.346 -0.027 0.075 -0.079 0.086

E / a.u.: -1368.6145 -2802.3007 -346.9269 -997.1936 -275.1063 -307.1079 -709.8144 -493.7938